Entry from the Open Molecules 2025 dataset: a cluster of 7 separate species, C20H46N2O19S3 in total in a non-equilibrium geometry (ωB97M-V/def2-TZVPD).

Calculated values
**Energy above the lowest of the compared OMol25 structures with the same formula, charge and spin**: 36.6 kcal per mole
**LUMO**: -0.22 eV
**Energy**: -3522.69784 hartree
**Max |F|**: 9.86 eV Å⁻¹
**HOMO energy**: -9.477 eV

Positions of all 90 atoms, in Å:
C: 4.55 3.34 -0.06
N: 3.74 2.07 -0.19
C: 3.42 1.67 -1.56
C: 4.22 1.07 0.69
C: 2.39 2.48 0.44
C: 1.61 3.51 -0.42
O: 0.23 3.65 0.16
H: 4.08 4.09 -0.46
H: 5.59 3.26 -0.57
H: 4.87 3.51 0.99
H: 2.54 0.99 -1.62
H: 4.10 1.00 -1.82
H: 3.39 2.37 -2.31
H: 5.23 0.52 0.49
H: 3.86 0.04 0.58
H: 4.27 1.17 1.83
H: 2.54 2.94 1.43
H: 1.62 1.71 0.76
H: 1.53 3.21 -1.39
H: 1.99 4.64 -0.14
H: -0.15 2.69 -0.10
N: -1.17 0.62 -0.74
O: -1.76 -0.53 -0.63
O: 0.04 0.67 -1.09
O: -1.74 1.69 -0.40
O: 2.20 2.92 3.96
S: 1.34 2.86 5.14
O: 1.46 3.90 6.17
O: -0.22 2.77 4.68
C: -0.45 2.59 3.25
C: -2.03 2.17 3.19
C: 1.61 1.26 5.87
H: 0.16 1.74 2.83
H: -0.20 3.46 2.68
H: -2.66 3.03 3.64
H: -2.09 1.26 3.75
H: -2.37 2.06 2.24
H: 0.58 1.20 6.28
H: 2.53 1.29 6.39
H: 1.66 0.47 4.98
O: 3.17 -3.76 0.14
S: 3.26 -2.98 -1.03
O: 4.10 -1.79 -0.99
O: 4.03 -3.93 -2.15
C: 5.41 -3.73 -2.58
C: 5.78 -4.54 -3.89
C: 1.74 -2.66 -1.58
H: 6.06 -3.86 -1.62
H: 5.50 -2.51 -2.83
H: 5.47 -5.53 -3.87
H: 6.94 -4.67 -4.14
H: 5.23 -3.76 -4.48
H: 1.23 -1.82 -1.30
H: 1.15 -3.56 -1.69
H: 1.91 -2.50 -2.49
O: -6.33 3.57 0.71
S: -7.03 2.43 0.19
O: -6.71 2.08 -1.13
O: -6.41 1.19 1.17
C: -5.10 0.58 0.81
C: -4.74 -0.26 1.98
C: -8.79 2.43 0.30
H: -4.37 1.44 0.67
H: -5.20 0.09 -0.28
H: -3.74 -0.77 1.92
H: -5.42 -1.21 2.10
H: -4.96 0.18 3.03
H: -9.35 1.48 -0.02
H: -9.22 3.21 -0.53
H: -9.35 2.83 1.15
C: -1.35 0.06 -4.14
C: -1.50 -1.39 -3.97
O: -2.31 -1.59 -5.09
C: -2.36 -0.58 -5.98
O: -3.00 -0.78 -6.98
O: -1.70 0.48 -5.46
H: -0.31 0.27 -4.03
H: -1.99 0.73 -3.44
H: -1.90 -1.65 -3.14
H: -0.59 -1.97 -4.00
C: -1.82 -5.08 0.80
C: -1.12 -3.72 0.54
O: 0.21 -4.10 0.86
C: 0.29 -5.22 1.55
O: 1.34 -5.62 2.08
O: -0.95 -5.83 1.65
H: -2.32 -5.70 0.02
H: -2.70 -4.98 1.39
H: -1.46 -3.04 1.15
H: -1.21 -3.40 -0.32

Entry from the Open Molecules 2025 dataset: a structure of composition C20H46O9Si2 (ωB97M-V/def2-TZVPD).

Calculated values
**Energy above the lowest of the compared OMol25 structures with the same formula, charge and spin**: 2.1 kcal per mole
**LUMO**: 0.37 eV
**Energy**: -2045.85010 hartree
**Max |F|**: 0.38 eV Å⁻¹
**HOMO energy**: -10.000 eV

Positions of all 77 atoms, in Å:
C: 1.76 1.63 -0.14
C: 1.19 0.20 -0.17
C: -0.17 0.08 -0.91
C: -0.11 -0.97 -2.03
Si: -1.50 -0.39 0.30
O: -1.91 0.89 1.26
Si: -2.96 2.07 0.80
H: 1.73 2.06 0.86
H: 1.22 2.30 -0.80
H: 2.81 1.64 -0.46
H: 1.09 -0.15 0.87
H: 1.90 -0.48 -0.64
H: -0.42 1.05 -1.34
H: -1.02 -0.98 -2.63
H: 0.76 -0.79 -2.66
H: 0.00 -1.97 -1.59
H: -0.97 -1.42 1.21
H: -2.71 -0.91 -0.39
H: -4.17 1.99 1.64
H: -3.35 1.89 -0.62
H: -2.29 3.38 0.97
O: 2.48 -3.00 -0.33
C: 2.23 -3.51 0.72
O: 3.23 -3.69 1.60
C: 3.01 -4.14 2.94
C: 2.97 -5.65 3.03
C: 0.84 -4.02 1.06
H: 2.12 -3.68 3.37
H: 3.87 -3.75 3.50
H: 2.12 -6.06 2.48
H: 2.88 -5.96 4.07
H: 3.88 -6.08 2.62
H: 0.76 -5.05 0.71
H: 0.13 -3.41 0.50
H: 0.58 -3.98 2.11
O: -7.36 3.56 -1.99
C: -7.79 2.87 -1.11
O: -6.90 2.23 -0.32
C: -7.29 1.49 0.85
C: -7.68 0.07 0.53
C: -9.27 2.65 -0.91
H: -8.08 2.02 1.39
H: -6.40 1.51 1.48
H: -8.57 0.03 -0.11
H: -7.89 -0.48 1.44
H: -6.87 -0.43 0.00
H: -9.56 1.78 -1.51
H: -9.79 3.52 -1.29
H: -9.56 2.47 0.12
O: 2.83 0.81 -6.84
C: 3.09 -0.29 -6.46
O: 2.22 -0.90 -5.63
C: 2.37 -2.27 -5.22
C: 3.26 -2.41 -4.01
C: 4.39 -0.98 -6.81
H: 2.70 -2.89 -6.05
H: 1.35 -2.59 -4.98
H: 4.28 -2.09 -4.23
H: 3.29 -3.44 -3.67
H: 2.88 -1.79 -3.20
H: 5.13 -0.72 -6.05
H: 4.73 -0.58 -7.77
H: 4.33 -2.06 -6.87
O: 1.99 4.59 6.39
C: 2.34 4.04 5.38
O: 3.57 3.48 5.35
C: 4.03 2.68 4.25
C: 4.62 3.52 3.14
C: 1.49 4.03 4.13
H: 3.22 2.04 3.89
H: 4.78 2.03 4.69
H: 3.88 4.18 2.69
H: 5.02 2.87 2.36
H: 5.44 4.13 3.53
H: 1.73 4.92 3.54
H: 0.45 4.11 4.44
H: 1.61 3.15 3.50

Entry from the Open Molecules 2025 dataset: a cluster of 7 separate species, C20H47BFN15O13 in total in a non-equilibrium geometry (ωB97M-V/def2-TZVPD).

Calculated values
**LUMO**: 0.04 eV
**Energy**: -2714.74569 hartree
**Max |F|**: 2.08 eV Å⁻¹
**HOMO energy**: -8.472 eV

Positions of all 97 atoms, in Å:
C: -1.04 -6.40 -1.38
C: -0.50 -5.06 -0.90
F: -0.33 -5.16 0.49
C: -1.48 -3.90 -1.18
C: -0.97 -2.69 -1.98
C: -0.57 -3.03 -3.42
O: 0.48 -4.00 -3.50
N: 1.65 -3.46 -4.04
O: 2.55 -4.19 -3.91
C: -2.26 -1.84 -2.17
O: -3.26 -2.20 -2.79
N: -2.13 -0.65 -1.53
C: -1.03 -0.69 -0.51
C: -0.57 0.78 -0.43
C: 0.43 1.14 0.62
O: 0.36 2.17 1.26
C: -1.69 -1.21 0.79
C: -0.86 -2.01 1.79
C: 0.07 -1.19 2.69
C: 0.13 -1.71 4.11
O: -0.27 -2.78 4.48
O: 0.67 -0.80 5.00
C: -0.07 -1.61 -1.30
B: 1.37 -1.96 -0.71
N: 2.37 -0.92 -0.80
O: 1.62 -3.17 -0.12
H: -0.97 -6.44 -2.47
H: -2.09 -6.51 -1.09
H: -0.44 -7.20 -0.95
H: 0.48 -4.89 -1.33
H: -2.31 -4.30 -1.77
H: -1.89 -3.61 -0.22
H: -1.43 -3.44 -3.95
H: -0.26 -2.13 -3.95
H: -3.02 -0.28 -1.20
H: -1.45 1.39 -0.21
H: -0.21 1.10 -1.41
H: 1.26 0.46 0.82
H: -2.56 -1.80 0.52
H: -2.10 -0.34 1.32
H: -0.30 -2.81 1.31
H: -1.57 -2.52 2.45
H: 1.11 -1.27 2.34
H: -0.20 -0.14 2.76
H: 1.63 -0.89 5.01
H: 0.21 -0.97 -2.15
H: 3.17 -1.07 -0.20
H: 2.68 -0.66 -1.74
H: 2.52 -3.23 0.21
N: 5.22 -0.74 -5.15
C: 3.89 -0.71 -4.88
N: 3.07 -1.20 -5.85
O: 3.45 -0.28 -3.82
H: 5.60 -1.09 -6.01
H: 5.84 -0.39 -4.45
H: 2.08 -1.19 -5.65
H: 3.39 -1.58 -6.71
N: -6.76 -2.61 2.17
C: -5.65 -2.21 1.48
N: -5.76 -2.26 0.11
O: -4.63 -1.84 2.04
H: -7.60 -2.92 1.73
H: -6.71 -2.59 3.17
H: -4.96 -1.99 -0.44
H: -6.59 -2.57 -0.36
N: 3.18 3.47 3.03
C: 4.23 3.98 2.32
N: 3.97 4.19 1.00
O: 5.31 4.24 2.83
H: 2.29 3.26 2.62
H: 3.30 3.35 4.02
H: 4.71 4.57 0.44
H: 3.07 4.05 0.58
N: -4.62 0.30 -3.62
C: -4.78 1.65 -3.58
N: -6.05 2.11 -3.81
O: -3.85 2.41 -3.35
H: -5.36 -0.35 -3.81
H: -3.70 -0.07 -3.47
H: -6.19 3.10 -3.78
H: -6.83 1.51 -4.00
N: 1.29 6.61 2.58
C: 0.93 5.49 1.89
N: -0.12 4.79 2.40
O: 1.56 5.11 0.91
H: 0.84 6.94 3.41
H: 2.08 7.11 2.22
H: -0.32 3.92 1.93
H: -0.63 5.05 3.22
N: 4.80 5.83 6.33
C: 3.85 5.92 5.35
N: 4.33 6.05 4.08
O: 2.65 5.89 5.60
H: 5.78 5.85 6.15
H: 4.47 5.73 7.28
H: 3.66 6.10 3.34
H: 5.31 6.08 3.86

Entry from the Open Molecules 2025 dataset: a cluster of 4 separate species, C20H47BN5O7 in total in a non-equilibrium geometry (ωB97M-V/def2-TZVPD).

Calculated values
**Charge**: +1
**LUMO**: -3.89 eV
**Energy**: -1615.24726 hartree
**Max |F|**: 5.71 eV Å⁻¹
**HOMO energy**: -10.564 eV

Positions of all 80 atoms, in Å:
C: 2.02 -0.59 -2.46
C: 2.55 0.38 -3.63
O: 2.08 1.76 -3.55
B: 0.69 1.89 -3.89
O: -0.03 3.00 -3.25
C: -0.12 0.95 -4.97
N: 0.22 1.00 -6.39
C: -0.60 0.05 -7.15
C: -1.50 -0.60 -6.08
N: -1.17 -0.02 -4.76
C: -1.80 -0.38 -3.44
C: -3.40 -0.24 -3.61
C: -3.78 1.31 -3.88
O: -3.97 1.77 -5.05
O: -3.91 2.23 -2.79
H: 2.51 -1.63 -2.66
H: 2.44 -0.22 -1.46
H: 0.89 -0.77 -2.47
H: 3.70 0.42 -3.50
H: 2.39 -0.10 -4.68
H: -0.91 3.13 -3.69
H: 0.92 1.59 -6.87
H: -0.60 -0.19 -8.26
H: -2.29 -1.41 -6.13
H: -1.47 0.33 -2.59
H: -1.48 -1.43 -3.12
H: -3.80 -0.83 -4.52
H: -3.90 -0.66 -2.66
H: -3.14 2.13 -2.17
C: 4.11 3.77 2.20
C: 4.05 2.27 2.50
C: 3.52 1.43 1.32
O: 2.11 1.49 1.15
C: 1.65 2.62 0.43
N: 3.26 2.06 3.72
H: 3.13 4.24 2.22
H: 4.73 4.28 2.95
H: 4.57 3.95 1.23
H: 5.08 1.94 2.70
H: 3.74 0.38 1.53
H: 4.04 1.68 0.39
H: 2.35 2.92 -0.36
H: 1.46 3.46 1.11
H: 0.70 2.36 -0.04
H: 3.30 1.07 3.96
H: 2.28 2.21 3.47
C: 5.50 -2.58 4.61
C: 5.12 -1.30 5.35
C: 5.81 -1.15 6.72
O: 5.24 -1.96 7.75
C: 5.71 -3.30 7.77
N: 3.66 -1.23 5.47
H: 5.01 -3.46 5.03
H: 5.20 -2.51 3.56
H: 6.58 -2.74 4.63
H: 5.45 -0.46 4.73
H: 5.68 -0.12 7.05
H: 6.89 -1.32 6.65
H: 6.75 -3.38 7.47
H: 5.08 -3.92 7.13
H: 5.61 -3.67 8.79
H: 3.40 -0.33 5.88
H: 3.38 -1.91 6.18
C: -6.23 -0.21 -0.35
C: -6.83 -0.61 -1.70
C: -8.35 -0.86 -1.65
O: -8.72 -2.10 -1.07
C: -8.77 -2.11 0.35
N: -6.11 -1.78 -2.22
H: -6.14 -1.06 0.33
H: -5.22 0.19 -0.49
H: -6.83 0.56 0.13
H: -6.66 0.23 -2.39
H: -8.72 -0.89 -2.68
H: -8.88 -0.03 -1.15
H: -9.11 -1.15 0.75
H: -7.79 -2.37 0.75
H: -9.47 -2.89 0.66
H: -6.45 -1.99 -3.15
H: -6.42 -2.59 -1.67

Entry from the Open Molecules 2025 dataset: a cluster of 7 separate species, C20H47BrN6O6Si in total in a non-equilibrium geometry (ωB97M-V/def2-TZVPD).

Calculated values
**LUMO**: 0.31 eV
**Energy**: -4433.74542 hartree
**Max |F|**: 2.15 eV Å⁻¹
**HOMO energy**: -7.525 eV

Positions of all 81 atoms, in Å:
C: 6.03 -1.10 -4.48
C: 5.10 -0.32 -5.11
Si: 3.31 -0.49 -4.69
Br: 2.75 -2.63 -4.29
H: 5.96 -2.17 -4.64
H: 6.70 -0.71 -3.72
H: 5.34 0.42 -5.87
H: 2.52 0.03 -5.83
H: 3.00 0.31 -3.51
C: -1.11 1.47 0.09
N: -0.56 1.50 -1.26
C: 0.65 1.09 -1.68
C: 1.59 0.50 -0.65
O: 0.98 1.17 -2.86
H: -2.02 0.87 0.11
H: -1.36 2.48 0.42
H: -0.39 1.04 0.78
H: -1.14 1.88 -2.00
H: 2.51 0.22 -1.14
H: 1.82 1.24 0.13
H: 1.15 -0.38 -0.18
C: 0.10 5.10 -6.59
N: 1.54 5.02 -6.64
C: 2.37 4.28 -5.86
C: 1.74 3.41 -4.80
O: 3.58 4.32 -6.04
H: -0.34 4.79 -7.53
H: -0.22 6.13 -6.38
H: -0.29 4.46 -5.80
H: 2.02 5.58 -7.34
H: 2.52 2.88 -4.27
H: 1.19 4.03 -4.09
H: 1.07 2.68 -5.25
C: -5.76 -1.08 2.14
N: -4.87 0.04 1.93
C: -4.08 0.67 2.83
C: -4.12 0.18 4.26
O: -3.37 1.60 2.48
H: -5.44 -1.92 1.51
H: -6.79 -0.81 1.88
H: -5.74 -1.40 3.18
H: -4.80 0.41 1.00
H: -3.44 0.79 4.85
H: -5.12 0.27 4.68
H: -3.80 -0.86 4.30
C: -4.36 -5.84 -0.19
N: -4.13 -4.64 0.59
C: -3.22 -3.66 0.37
C: -2.31 -3.81 -0.83
O: -3.14 -2.69 1.11
H: -5.39 -5.86 -0.57
H: -4.21 -6.73 0.43
H: -3.68 -5.89 -1.03
H: -4.70 -4.48 1.40
H: -1.64 -2.95 -0.87
H: -1.71 -4.72 -0.75
H: -2.88 -3.85 -1.76
C: -5.57 2.08 9.55
N: -5.68 2.12 8.10
C: -4.82 2.69 7.21
C: -3.59 3.37 7.77
O: -5.04 2.64 6.02
H: -5.54 1.05 9.90
H: -6.44 2.57 10.01
H: -4.67 2.58 9.88
H: -6.47 1.69 7.67
H: -3.01 3.77 6.94
H: -3.86 4.19 8.43
H: -2.97 2.66 8.33
C: 7.92 -4.28 -1.26
N: 8.07 -3.02 -1.97
C: 8.31 -1.79 -1.46
C: 8.46 -1.67 0.04
O: 8.40 -0.82 -2.19
H: 8.67 -4.99 -1.59
H: 6.93 -4.70 -1.45
H: 8.03 -4.12 -0.19
H: 7.98 -3.03 -2.97
H: 8.65 -0.63 0.28
H: 7.55 -1.99 0.55
H: 9.29 -2.27 0.40